1.
71
Properties=species:S:1:pos:R:3:mulliken_charge:R:1 method="wB97M-V/def2-TZVPD" homo_energy_ev=-10.6 charge=+1 e_above_lowest_kj_mol=155.7 homo_lumo_gap_ev=7.272
H -1.2900 -1.4136 1.0817 0.1625
C 5.1917 2.2914 -0.2191 -0.2014
C -2.2068 -0.8256 0.9790 -1.3067
C -6.2015 4.5641 1.6640 -0.4769
C 3.1785 2.3950 1.0995 -0.3836
H -3.4373 3.2340 0.1251 0.3790
N -6.4431 0.3608 0.0350 -0.6774
C 0.8380 -3.2648 -4.9462 -0.6410
C -1.9668 0.1217 -0.0922 0.6263
H 5.1569 0.9454 -1.9203 0.4246
S 0.0447 2.4726 2.1230 -0.2994
P 1.8142 -1.4665 -0.8400 0.6581
H -0.0925 1.8709 -1.9339 0.6438
C 3.3395 0.8872 -0.6969 0.9050
H -4.6996 0.4101 -2.1587 0.3152
H 2.9328 -6.0705 0.5927 0.3769
N 2.9506 -0.3044 -1.3531 -0.0114
H 0.5296 -3.6602 -5.8880 0.4184
H 5.7986 -3.0244 1.4246 0.4494
C -6.6736 2.4448 0.6978 0.0024
N -0.7913 0.6197 -0.3428 0.7307
H 2.5867 2.7035 1.9479 0.4482
C -7.1411 3.5528 1.3939 -0.6155
C 4.8577 -3.3230 1.0007 -0.8017
C 3.1851 -5.0101 0.4733 -0.6958
H -6.4488 5.5290 2.1159 0.3632
C 4.4912 2.7989 0.9276 -0.8792
C 2.7577 -2.7103 0.0423 0.4168
H -8.1774 3.5445 1.7663 0.4073
C 1.4257 -2.2316 -2.4258 0.4561
C 0.1061 -2.5268 -2.7640 -0.0542
C 0.1343 2.8396 4.7976 -0.1857
C 4.4271 -4.6420 0.9844 -0.4418
H -1.2033 -3.3714 -4.2229 0.3560
H 4.9802 3.4509 1.6482 0.4551
N -0.2683 3.4124 5.7341 -0.4108
H -3.0713 -1.4904 0.8212 0.5412
H -4.4576 -0.8027 -0.8598 0.4759
N -7.3353 1.1986 0.5331 -0.5364
H -2.2795 -0.2161 1.8435 0.2799
N -5.2753 1.0088 -0.2047 0.7788
C -2.2111 1.4090 -1.9174 -1.0203
C 2.1991 -3.1343 -4.5038 -0.7886
H 1.3882 -4.3162 -0.5141 0.4344
C 2.4798 -2.6589 -3.2539 -0.4693
C -0.1668 -3.0485 -3.9824 -0.4397
H 2.9668 -3.5065 -5.1965 0.3710
C 0.9568 0.6355 3.9733 0.5068
H -4.1378 5.1927 1.5072 0.3299
H 3.5201 -2.5438 -2.8546 0.3844
S 0.8805 -0.6848 2.8482 -0.2092
C -5.3495 2.3635 0.1894 1.1166
H 5.0398 -5.4164 1.3915 0.4194
C -0.9343 1.3317 -1.5496 -0.5189
N 2.6024 1.4809 0.2005 0.4953
C 3.9774 -2.3764 0.5463 -0.1016
C -4.3476 0.2595 -1.0934 -1.0654
C 4.6089 1.3774 -1.0755 -1.0968
H 4.2212 -1.3274 0.7623 0.2147
C -4.8822 4.4271 1.1981 -0.5338
N -2.8865 0.5258 -1.0100 0.3702
C 2.3386 -4.0626 -0.0407 -0.7135
H 6.2962 2.5435 -0.3659 0.3261
Ga 0.8737 0.7395 0.9466 0.2081
H -2.7020 1.8866 -2.7738 0.5055
H -0.6608 -2.2661 -2.0172 0.2324
C 0.5663 2.0028 3.6998 0.5390
N 1.6876 -0.2236 6.2959 -0.4200
C 1.2783 0.2269 5.3070 -0.2615
H 3.5847 -0.4845 -2.1376 0.2269
C -4.4545 3.3452 0.4361 -0.4940

2.
70
Properties=species:S:1:pos:R:3:nbo_charge:R:1 method="wB97M-V/def2-TZVPD" homo_energy_ev=-10.9 charge=+1 e_above_lowest_kj_mol=184.6 homo_lumo_gap_ev=7.706
S -2.6171 0.2751 -1.5121 2.2960
H 3.2235 4.1412 2.6388 0.2170
N 3.0994 -0.2041 1.8397 -0.6401
C 1.2811 -0.8133 0.4617 -0.0612
C 2.9229 1.2715 4.2472 -0.2222
H 3.0335 -0.8851 4.4809 0.2236
C 0.0758 3.3282 2.6464 -0.2468
C 0.1912 -0.4471 1.2467 -0.1487
H -2.0095 3.2840 2.1728 0.2201
H -3.3541 -4.1029 -2.2501 0.1998
H 2.2672 3.7128 4.0649 0.1919
H -0.8861 -3.1725 0.3655 0.1656
C -0.8009 2.8745 0.4566 -0.2343
H -0.7199 -2.3790 -5.5977 0.2091
H -2.0818 -1.8750 -6.6286 0.1870
H -4.8414 -0.4292 -2.9271 0.2452
C -3.4978 -2.3086 -1.0411 -0.2569
H 6.2006 0.5515 2.8674 0.2225
H 2.0150 -1.1763 -1.5141 0.2392
H -0.8386 -4.8865 -0.1265 0.1881
C 1.1644 -0.8757 -0.9227 -0.1351
C 4.2141 -0.2872 2.7643 -0.0401
C 2.5777 3.3708 3.0680 -0.2521
O -2.4224 1.0303 -2.6967 -0.8805
C -0.6964 -3.8578 -0.4666 -0.2533
C 4.7519 2.1613 2.9996 -0.2186
C 0.4916 2.7341 -0.0243 -0.2058
C -0.0334 -0.5421 -1.5303 -0.1841
H 0.6580 2.5165 -1.0695 0.2149
H 1.8439 1.1016 4.1795 0.1958
C -1.5413 -1.6738 -5.7002 -0.2480
N -3.1556 -1.4211 -2.1602 -0.6154
O -1.5261 -3.5771 -1.5792 -0.5547
H -2.3418 -1.8418 -2.6584 0.5014
H -4.5782 -2.3431 -0.8999 0.2373
C -3.4937 -1.0094 -4.5395 -0.0857
C -1.0052 3.1678 1.7940 -0.1985
H 2.6821 0.7227 1.8345 0.4446
C 2.5692 -1.2153 1.1506 0.6430
H 5.2315 2.3637 3.9699 0.1751
H -1.6440 2.7640 -0.2133 0.2064
H -3.1173 -4.3835 -0.5094 0.2095
O 2.9966 -2.3467 1.0649 -0.6062
H 3.1205 1.7697 5.2116 0.1862
H -0.0923 3.5722 3.6853 0.2192
O -3.6615 0.5964 -0.6070 -0.8775
H 0.2901 -0.4072 2.3201 0.2343
C 1.5679 2.8901 0.8289 -0.2531
C 1.3730 3.2002 2.1720 0.0734
H 0.3286 -3.7331 -0.8060 0.2157
H -3.1677 0.0352 -4.6189 0.2059
C 3.6861 -0.0637 4.1857 -0.4244
H 4.6554 -1.2814 2.6586 0.2443
H 2.5749 2.7947 0.4497 0.2177
O -2.3739 -1.8723 -4.5754 -0.5663
H -4.1827 -1.2275 -5.3652 0.2017
N 3.3070 2.1142 3.1271 -0.4851
C 5.2339 0.8101 2.4378 -0.4136
H 5.0302 2.9666 2.3188 0.2105
H -0.1406 -0.5433 -2.6031 0.2402
H -1.8812 0.1526 1.2303 0.2543
H 4.5360 -0.0511 4.8674 0.2177
C -4.1885 -1.2613 -3.1965 -0.2543
C -1.1016 -0.1875 -0.7272 -0.3960
C -1.0192 -0.1394 0.6522 -0.1694
H -1.1572 -0.6490 -5.7239 0.1789
H -4.7738 -2.1820 -3.2551 0.2317
H -3.0482 -1.9000 -0.1331 0.2323
H 5.3529 0.8664 1.3555 0.2151
C -2.9079 -3.6983 -1.3360 -0.0840

3.
21
Properties=species:S:1:pos:R:3:nbo_charge:R:1 method="wB97M-V/def2-TZVPD" homo_energy_ev=-9.9 charge=0 e_above_lowest_kj_mol=180.3 homo_lumo_gap_ev=10.409
C -1.5748 1.6941 0.5485 -0.0637
O -1.5114 -0.8936 -2.1081 -0.9374
O 0.8568 -3.1649 -0.1529 -0.9680
C -0.1278 1.3630 1.0606 -0.4478
H -2.1944 0.8342 0.2864 0.1777
H -1.3145 2.0069 -1.3779 0.4692
H -1.8584 -1.4275 -2.8617 0.4665
H 0.8196 -3.6628 0.7033 0.4871
H 2.0414 -1.1653 0.7015 0.1947
C 0.4039 0.1054 0.3463 -0.4111
H -0.2646 -0.8162 0.6403 0.2087
H 2.4092 0.4399 -0.3181 0.2172
H 0.5370 2.2240 0.6833 0.2064
C 1.8736 -0.1047 0.5203 -0.6250
H 1.6772 -2.6395 -0.2653 0.4829
H 0.3089 0.1189 -0.8154 0.2006
O -1.5517 2.5770 -0.5561 -0.7245
H 2.2937 0.2999 1.4886 0.2036
H -0.7855 -1.5166 -1.9238 0.4738
H 0.1651 1.4332 2.0909 0.2164
H -2.2034 2.2948 1.3093 0.1727

4.
84
Properties=species:S:1:pos:R:3:mulliken_charge:R:1 method="wB97M-V/def2-TZVPD" homo_energy_ev=-11.7 charge=+1 homo_lumo_gap_ev=7.303
F -3.6334 3.5597 -4.3333 -0.2703
H 0.6031 -0.5587 -3.9550 0.3317
O -0.0640 3.8481 3.0240 -0.6981
H 5.3183 1.3001 1.2138 0.3842
H 2.1703 0.1193 -1.4079 -0.4248
C -1.6749 3.7083 0.9445 -0.4512
H 5.5207 0.1220 2.5443 0.4221
S 4.6047 -0.8538 0.5684 1.1021
H -4.5765 -0.3605 -3.1731 0.4466
O 0.0357 -5.2565 3.2147 -0.6665
C -1.0208 -3.1806 4.4459 -0.7635
H 2.0908 -2.9831 4.8719 0.4014
H 6.7383 0.8210 -1.0046 0.3012
H -3.9737 -2.2077 -1.0175 0.4400
C 5.7233 -1.0763 -0.8117 -0.6306
C 7.0439 0.0057 0.9687 -0.6212
N -0.6682 -2.8058 -3.8190 -0.0018
H -3.5549 4.4718 0.1602 0.3501
H 2.3009 -3.7464 3.2683 0.4327
H -2.9261 -0.7372 -0.6098 0.0353
C -4.6116 2.0028 -2.6522 -0.7216
H -1.7566 -3.4141 3.6750 0.3644
H -4.5553 4.5172 2.5742 0.3612
H 2.5562 0.3078 -3.1857 0.4127
H 0.3525 -2.8645 -3.9009 0.3349
C 5.6347 0.2878 1.4737 -0.7389
H -3.6740 2.8934 0.9505 0.1669
C -1.1232 -2.4446 -2.4150 -0.0255
C -2.6803 3.7916 3.4097 -0.7102
H -0.0387 -1.3868 5.1439 0.3616
C 1.7570 0.5146 -2.3882 0.4640
O -4.3256 1.0485 -1.6290 -0.2149
H 1.0271 -2.2469 -1.8461 0.3740
S -3.2251 -2.6961 -4.0458 -0.0378
C -1.5762 -2.9460 -4.7861 -0.0428
C 6.9177 -0.1568 -0.5471 -0.6148
H 7.7326 0.8093 1.2341 0.3559
C -3.1883 3.8737 0.9965 -0.3272
H -1.4880 -3.2222 5.4297 0.4041
H 2.2073 2.6021 -3.0930 0.2872
C -3.3119 2.6198 -3.3347 0.8510
S -1.2378 3.1356 2.5770 1.1485
O 3.4142 -0.1587 0.1185 -0.6560
C 0.4209 -0.2876 -2.8633 -0.2012
H -3.1781 5.5844 2.3109 0.3237
H 0.4281 2.3621 -2.7514 0.1753
H -1.3588 -3.1854 -5.8666 0.4120
H -0.8698 -0.1883 -0.3398 -0.2699
F -2.5659 3.2414 -2.3233 -0.2057
H -2.2535 -0.6660 -3.1402 0.1071
O 0.5240 -4.9390 5.6763 -0.6680
C 1.4684 2.0901 -2.3870 -0.9407
H -1.1796 4.6678 0.7834 0.3531
H -5.5962 -0.6843 -1.6922 0.2428
H 0.7829 -0.7963 0.1345 0.2856
H 7.4208 -0.9224 1.4093 0.2918
C -0.3532 -1.8266 4.1927 -0.5849
H -2.3621 4.4571 4.2119 0.3741
H -5.1395 2.8797 -2.1378 0.3328
H 1.5235 -1.2001 3.2656 0.4345
C -3.4360 -1.3044 -1.4451 -0.3362
H -1.2287 -3.3865 -1.7681 0.4377
H -1.0480 -1.1271 3.7229 0.1996
H -0.6783 -1.9538 0.1558 0.4040
C -4.5710 -0.3114 -2.0392 -0.6239
O -1.3142 1.6913 2.5913 -0.5565
C -2.4849 -1.6703 -2.6660 -0.1694
H 1.6478 2.5013 -1.3473 0.2645
H -3.2414 2.9526 3.8237 0.3583
H -5.3150 1.6492 -3.4665 0.3807
H -1.3469 2.9863 0.1972 0.0777
H 6.0232 -2.1249 -0.8368 0.4031
H 0.5631 -2.3248 2.2972 -0.2650
H -0.4682 0.4233 -2.8537 -0.2425
H 7.8310 -0.5613 -0.9874 0.3309
C 1.5923 -3.2677 3.9433 -0.8669
F -2.4677 1.6758 -3.9339 -0.2708
C 0.8767 -2.0778 3.3164 0.0462
C 0.1339 -1.5423 -1.9155 -0.0151
O 4.5335 -2.0928 1.3070 -0.6949
C -0.1813 -1.0951 -0.3931 -0.8637
C -3.4884 4.5356 2.3435 -0.7875
H 5.2108 -0.8141 -1.7376 0.2463
S 0.2814 -4.4051 4.3568 1.1649

5.
83
Properties=species:S:1:pos:R:3:mulliken_charge:R:1 method="wB97M-V/def2-TZVPD" homo_energy_ev=-4.4 charge=-1 homo_lumo_gap_ev=6.459
C 2.0278 2.7639 0.7232 0.1194
C -2.2535 -3.6365 5.0917 -0.6246
C 2.9614 1.0693 2.1606 1.1203
H -3.6540 4.1697 3.3036 0.4105
C 2.3425 3.2221 3.0530 -0.8563
C 0.7863 -2.4017 -2.9459 0.2922
H -2.0867 5.2241 -0.5361 0.3585
C -2.2235 2.1583 0.9585 1.1049
H -3.1617 5.8997 1.5864 0.3829
H 0.5997 0.4206 -7.2522 0.4404
H -0.1491 -1.5362 -5.1595 0.2608
C -2.0224 -3.4262 2.7069 0.1075
H -3.0726 1.8176 2.9007 0.3946
H -1.8798 -5.4444 0.1797 0.1354
C -1.9623 3.1466 -0.0128 0.8615
H 3.1873 1.6263 4.2148 0.4116
C 0.9068 -1.2564 -5.1518 -1.0913
C 0.9390 3.0435 -5.1377 -0.9180
H -0.2960 -2.3695 -2.8787 0.2148
N 2.0033 -1.6979 3.5774 -1.0227
H -1.1957 3.5033 -2.0122 0.3848
O -2.2729 -3.7482 -1.3273 -0.4202
H 0.5501 2.8863 -7.2370 0.3823
N -2.7718 -3.6008 -2.4818 -0.0299
H -0.6068 1.1622 -2.4374 0.9311
C -2.1278 -4.2254 3.8363 -0.6168
N 2.5759 -1.3738 2.3948 0.9882
O -1.8713 -3.9020 1.4526 -0.0544
H 1.5370 4.6339 1.6378 0.5029
H -2.1471 -0.3822 4.1565 0.3979
H 0.8872 4.1233 -5.1011 0.5234
C -2.0504 -2.0266 2.8213 0.3094
H 1.4169 0.4069 -3.0613 0.8117
H -2.1048 -5.3019 3.7497 0.3659
N 1.1533 4.2716 -2.4071 -0.5451
C -1.8562 0.7797 0.7124 -0.5229
O -2.4434 -2.5763 -3.0836 -0.3827
H -2.8856 -5.7004 1.6255 0.4169
N 1.4720 -1.8856 -3.9780 0.8885
C -3.1761 3.8846 2.3737 -0.6877
H 2.2644 3.8947 3.8971 0.3954
H -2.3284 -4.2667 5.9691 0.3640
H -2.3514 -1.7986 6.1929 0.3625
O -0.7728 -0.7477 -0.7698 -0.4562
C 3.5570 -0.3068 2.3395 -1.7759
H -1.1053 -5.8046 1.7549 0.3867
C 2.5243 1.4794 0.9089 0.3788
H 3.7796 -2.9007 -2.1540 0.4914
N 1.3702 4.3894 -1.0394 -0.5362
C 1.6571 3.2056 -0.6170 0.6197
H 4.1034 -0.3514 3.2804 0.4254
C -1.9375 -5.3013 1.2537 -1.0724
H 4.2513 -0.5249 1.5263 0.4266
C 0.7828 0.9589 -6.3290 -0.8476
H 2.5932 0.8076 0.0614 0.5147
H 2.3435 -2.0810 0.3791 0.2256
C 1.9313 3.6401 1.8011 -1.0797
C 1.1907 2.3332 -3.9695 -0.0263
N 2.8005 -2.0123 -3.7765 -1.0001
N -1.8803 -1.3067 1.6155 0.6178
H 1.3750 -1.6719 -6.0455 0.5264
N 1.1837 -2.9853 1.9231 -0.3859
O 1.6538 2.2916 -1.6097 -0.1484
C -1.3638 2.7453 -1.2523 -0.5331
Li -1.3574 -2.4424 -0.2354 0.9958
N 1.6357 -2.8965 -2.0569 -0.5355
C -2.1615 -1.4608 4.0825 -0.1743
C 1.1746 -2.6641 3.2424 -0.3662
C 2.8627 1.9458 3.2319 -0.6694
C 0.7481 2.3468 -6.3199 -0.6791
C 1.0226 0.2491 -5.1575 0.5755
C 2.0624 -2.1457 1.4206 0.1922
C -1.0256 1.4635 -1.4883 -1.1239
H 0.5372 -3.1479 3.9646 0.5283
C -2.8512 2.5683 2.1557 -0.6715
C -1.2099 0.4047 -0.5093 0.1589
N -2.0837 -0.0680 1.7538 -0.7328
C -2.3054 4.4876 0.2295 -0.9003
C 1.2553 0.9444 -3.9863 -0.0479
C 2.8425 -2.6257 -2.6120 -0.2594
C -2.9017 4.8641 1.4069 -0.6264
C -2.2675 -2.2571 5.2158 -0.8209
C 1.3255 3.0264 -2.6942 0.5379

6.
61
Properties=species:S:1:pos:R:3:nbo_charge:R:1 method="wB97M-V/def2-TZVPD" multiplicity=2 homo_energy_ev="-11.9 / -12.2" charge=+1 homo_lumo_gap_ev="7.138 / 7.463" s_squared=0.789
H -4.2876 -0.4663 -0.3243 0.2561
H -0.8921 1.5437 5.1436 0.2547
H -1.1600 2.0548 -1.4382 0.2373
C 1.4652 3.3529 0.0216 -1.0749
H 1.6564 2.2714 0.0933 0.2078
H 2.2048 0.6202 -2.2536 0.2266
H -1.8301 4.9080 1.8737 0.2467
C -1.9571 -1.1922 3.4622 -0.2242
H -1.6627 -0.7854 -2.2926 0.2299
Ru 0.0445 0.4651 0.1160 1.1490
O -0.4322 -1.7875 0.2585 -0.7234
C 0.5227 -0.6816 -4.8844 -0.1646
O -1.0493 -3.3832 1.6874 -0.5722
H -0.3849 4.8333 -2.1199 0.2396
H 2.5126 0.0921 -4.6778 0.2439
C -1.3428 2.1946 -0.3621 -1.1935
H -3.8349 1.7766 -2.3870 0.2369
C -0.7512 -0.5978 -2.8501 0.0212
H -0.2368 6.0381 -0.8575 0.2484
H 4.4900 -0.1518 1.4686 0.4189
C -0.7494 5.1247 -1.1394 -1.0819
N -0.1345 -0.1358 2.3396 -0.5322
H -3.2410 2.2160 2.5266 0.2314
C -4.1224 2.3309 -1.4979 -1.0816
C -0.6616 -0.9254 -4.1983 -0.1100
N 0.2712 -0.0634 -2.1985 -0.4583
C 2.8920 -1.0407 0.5970 0.8022
H 2.7290 -3.0866 0.6520 0.4044
C -1.9603 -0.1830 4.4163 -0.1091
H -1.8087 5.3395 -1.2231 0.2415
H -4.8418 2.1347 1.8110 0.2506
H 0.6104 -0.9315 -5.9308 0.2490
H -3.9666 3.3850 -1.6972 0.2372
C -3.3929 -0.1505 0.2030 -1.1013
C -0.9124 4.3320 1.9105 -1.1024
N 4.0466 -1.0348 1.2880 -0.8047
H 4.5343 -1.8777 1.5263 0.4052
H 2.0349 3.8290 0.8120 0.2547
C -0.0752 0.7565 3.3252 0.1750
Br 1.4006 1.9374 3.2522 0.1190
C -3.8288 2.4994 1.6569 -1.0972
C 1.5754 -0.1147 -4.1866 -0.2268
H -2.6912 -0.1784 5.2103 0.2426
H -3.8683 3.5822 1.6076 0.2406
Si -3.1420 1.7493 0.0446 1.6037
H 1.4199 -2.2495 -0.0946 0.4404
Si -0.4062 3.7674 0.1645 1.6020
H 1.8645 3.6894 -0.9290 0.2505
H -1.0773 3.5028 2.5896 0.2328
H -0.1439 4.9651 2.3411 0.2492
H -2.6428 -2.0224 3.5086 0.2614
Br -2.1457 -1.7233 -5.0546 0.1252
C -0.9746 0.7939 4.3744 -0.2796
C -0.8417 -2.2347 1.3716 0.7573
C -1.0231 -1.1314 2.4421 0.1372
H -5.1856 2.1807 -1.3445 0.2455
N 2.3735 -2.2323 0.2593 -0.8138
C 1.4116 0.1761 -2.8403 0.0515
O 2.3733 0.0375 0.2534 -0.7403
H -3.5206 -0.4384 1.2422 0.2371
H -2.5539 -0.7219 -0.1952 0.2280